The following is a DFT calculation (wB97M-V/def2-TZVPD) of CH22MnO14 as an isolated structure at a distorted geometry.

HOMO-LUMO gap (spin up / spin down) in eV: 6.60 / 6.54
Calculated total energy in Ha: -2255.65835
Multiplicity: 6
Expectation value of S²: 8.754

Cartesian coordinates (Å):
Mn -0.46273 -2.77949 1.24582
C -0.23234 -0.35179 0.39044
O 0.57495 -0.98800 1.01878
O -1.20215 -1.06538 0.19247
O -0.06303 0.81838 0.00789
O 2.73234 -1.45050 3.25721
H 2.37463 -0.58109 3.07721
H 1.98738 -2.04262 3.15390
O -0.86834 3.24534 -0.86779
H -0.68584 2.32788 -0.66482
H -1.74360 3.23591 -1.25518
O 2.49359 -1.27094 -1.69625
H 1.76942 -0.71526 -1.98438
H 2.48050 -1.20626 -0.74133
O 0.59539 -3.59230 -0.41490
H 0.97540 -4.42568 -0.69294
H 0.83819 -2.97554 -1.10548
O 1.85627 1.07234 2.43017
H 1.10190 1.51848 2.81501
H 1.48569 0.53430 1.73059
O 2.51442 2.29515 -0.30487
H 3.29992 1.75207 -0.23937
H 1.78899 1.68485 -0.17251
O -0.93662 2.02020 2.80409
H -1.00679 2.93360 3.08157
H -0.84315 2.06497 1.85251
O -1.02474 -1.97472 -2.56250
H -1.17914 -1.59392 -1.69798
H -1.21201 -1.26337 -3.17499
O -2.78044 0.56042 -1.83859
H -3.51069 -0.03563 -1.67221
H -2.08278 0.25256 -1.26003
O -3.69725 -0.29011 1.39498
H -2.88178 -0.64595 1.04196
H -3.81527 0.54110 0.93520
O 0.76710 0.58953 -2.79966
H 0.57046 0.95903 -1.93883
H 0.02226 0.84231 -3.34515

Forces on atoms 1 to 3 (eV/Å):
Mn 0.687 2.230 -1.614
C 0.448 4.246 -1.420
O 7.203 -3.550 4.981

=====

The following is a DFT calculation (wB97M-V/def2-TZVPD) of C26H36N5O9S2SiTi as an isolated structure at a distorted geometry.

HOMO-LUMO gap in eV: 6.55
Calculated total energy in Ha: -3898.44192
Total charge: +1

Cartesian coordinates (Å):
Ti 1.33326 0.83016 -1.96008
O 0.75096 3.28096 1.09222
C 0.66416 2.67446 0.05712
O 1.62126 2.21296 -0.67418
C -0.68144 2.43996 -0.66458
C -1.88134 3.12786 -0.53338
C -2.79884 3.03186 -1.57738
C -2.42344 2.44286 -2.78438
C -1.20284 1.78426 -2.82828
N -0.45604 1.67796 -1.73058
C -0.30454 1.46906 -4.03928
O -0.71174 1.28186 -5.15258
O 0.93106 1.53046 -3.64968
H -2.06884 3.73556 0.33962
H -3.75784 3.51656 -1.49018
H -3.02564 2.51766 -3.67788
C -5.11664 0.74736 5.77062
C -4.71474 2.16476 5.43352
S -3.48184 2.12986 4.09442
O -4.01104 1.31606 3.01932
O -3.09744 3.46526 3.74342
C -1.98104 1.26476 4.73642
C -1.75424 -0.07074 4.02842
N -0.83614 0.05886 2.92162
C -1.09994 0.08386 1.59722
N 0.00106 0.32036 0.88752
C 1.01106 0.44786 1.77112
C 0.52636 0.26416 3.04612
N 1.28356 0.12876 4.22582
O 0.71246 0.12126 5.29632
O 2.48166 -0.01304 4.06562
C -2.41434 -0.19414 0.98702
H -5.92994 0.73946 6.49242
H -4.28204 0.19066 6.19262
H -5.45484 0.24496 4.86682
H -4.26474 2.70096 6.26382
H -5.54844 2.73856 5.03042
H -2.11194 1.13026 5.80562
H -1.16794 1.97066 4.57612
H -2.70604 -0.43094 3.63232
H -1.34184 -0.79994 4.73542
H 2.00576 0.71346 1.47082
H -2.69624 -1.23384 1.14222
H -2.35534 -0.01914 -0.08238
H -3.18824 0.43146 1.43192
C 0.17526 -3.84814 -3.46788
Si -0.04124 -2.11724 -2.68558
C -1.67654 -1.35664 -3.33398
C -0.19214 -2.42044 -0.79258
N 1.20596 -0.89104 -2.78008
C 2.41256 -0.95344 -3.43908
C 2.82646 -2.05324 -4.20938
C 4.10766 -2.14304 -4.71228
C 5.01716 -1.11284 -4.53458
C 4.61536 0.02846 -3.85968
C 3.34616 0.10786 -3.31408
H -0.58084 -4.50724 -3.05258
H 1.14016 -4.30474 -3.27598
H 0.01716 -3.83484 -4.54078
H -2.45444 -2.11224 -3.38018
H -1.56754 -0.94194 -4.33318
H -2.02514 -0.55864 -2.67928
H -1.16014 -2.84414 -0.54738
H -0.07994 -1.47294 -0.26908
H 0.56446 -3.10764 -0.42438
H 2.11746 -2.82724 -4.42618
H 4.40426 -3.02794 -5.25538
H 6.00976 -1.17474 -4.94868
H 5.29436 0.86296 -3.76218
H 3.07876 1.05556 -2.78478
C 5.00606 -0.82374 -0.42028
S 3.28726 -1.43344 -0.56098
C 3.08806 -1.94094 1.18312
O 2.49106 -0.14404 -0.65208
H 5.57876 -1.44864 0.25302
H 4.96636 0.20046 -0.05488
H 5.46736 -0.84974 -1.40298
H 3.48846 -1.20494 1.87142
H 3.58986 -2.89204 1.32172
H 2.02656 -2.07384 1.36202

Forces on atoms 1 to 3 (eV/Å):
Ti 0.707 -0.704 0.040
O -0.011 -0.137 -0.348
C -1.682 1.216 1.073

=====

The following is a DFT calculation (wB97M-V/def2-TZVPD) of an isolated ion of composition C7H9N5O2S and charge +2 at a distorted geometry.

HOMO-LUMO gap (spin up / spin down) in eV: 7.88 / 7.88
Calculated total energy in Ha: -1093.78512
Total charge: +2

Cartesian coordinates (Å):
C -3.25725 -1.46936 0.06913
C -1.24894 0.07243 -0.04025
C 0.65861 1.28324 -0.07568
C 0.81804 -1.11887 -0.11642
C -2.71521 -0.13125 0.06389
C 1.39370 2.61498 -0.17536
C 3.31879 -2.29714 0.26173
N -3.72037 -2.51677 0.11062
N -0.64909 1.27750 -0.01063
N -0.53169 -1.08374 -0.11559
N 1.44490 0.11858 -0.07841
N -3.67339 0.86918 0.00559
O -4.81473 0.65689 -0.11371
O -3.28828 2.12869 0.01619
S 1.58134 -2.60685 -0.01212
H 0.76607 3.40426 -0.01875
H 1.68940 2.77567 -1.27691
H 2.15141 2.40476 0.50953
H 3.89093 -2.92555 -0.28309
H 3.57904 -2.50986 1.25440
H 3.70971 -1.29082 0.07328
H -2.34968 2.14530 0.13595
H -1.16352 -1.90381 0.03240
H 2.41022 0.10252 -0.21581

Forces on atoms 1 to 3 (eV/Å):
C 0.354 1.405 0.061
C -3.374 -0.069 0.537
C 0.577 1.321 -0.832

=====

The following is a DFT calculation (wB97M-V/def2-TZVPD) of a 6-piece molecular cluster, C30H54N6O12P2 overall at a distorted geometry.

HOMO-LUMO gap in eV: 6.72
SMILES: CCOCc1c(O)c(P(O)O)cc2c1C(=O)C(CNC)=C([PH2]=O)C2=O.CNC(C)=O.CNC(C)=O.CNC(C)=O.CNC(C)=O.CNC(C)=O
Calculated total energy in Ha: -3089.48037

Cartesian coordinates (Å):
C 3.11992 -1.21457 -2.49465
C 3.37063 -1.39958 -4.07905
O 3.95727 -0.15651 -4.56148
C 2.89945 0.80155 -4.88084
C 3.05629 2.12010 -4.00332
C 4.45597 2.82919 -4.05434
O 5.53090 2.28188 -4.82845
C 4.75471 4.12159 -3.26011
P 6.45264 5.00768 -3.23966
O 7.43845 3.89695 -2.33599
O 6.26496 6.34022 -2.14533
C 3.62670 4.76840 -2.41402
C 2.26406 4.05229 -2.37740
C 1.93417 2.71782 -3.13229
C 0.50682 2.05113 -2.97959
O 0.23542 0.83660 -3.10503
C -0.70216 3.03106 -2.57185
C -2.24965 2.73201 -2.81868
N -2.53585 1.65827 -3.81499
C -4.03042 1.39344 -3.73023
C -0.39338 4.25939 -1.89521
P -1.75416 5.48261 -1.34495
O -2.48120 4.88291 -0.10089
C 1.09764 4.70157 -1.51925
O 1.38658 5.51402 -0.60768
H 3.96597 -0.53298 -2.10273
H 3.25715 -2.22495 -1.98794
H 2.09969 -0.73832 -2.33841
H 4.16124 -2.22142 -4.20638
H 2.44070 -1.72389 -4.66211
H 1.85913 0.34083 -4.87775
H 3.10953 1.11266 -5.97645
H 6.08494 3.03074 -5.16959
H 6.84248 3.55429 -1.61834
H 6.02033 5.95213 -1.26341
H 3.76143 5.73690 -1.82371
H -2.69801 2.47288 -1.78495
H -2.84398 3.66680 -3.16253
H -2.43677 2.09742 -4.75197
H -4.49322 1.76685 -2.75763
H -4.58361 1.95174 -4.57875
H -4.26325 0.26516 -3.78331
H -2.74980 5.67540 -2.35731
H -1.16912 6.74118 -0.93228
C 3.48594 3.95807 4.63044
C 3.95131 5.04281 3.69633
O 4.90777 5.76226 3.95860
N 3.27282 5.21236 2.52829
C 2.12869 4.47294 2.03939
H 4.12241 3.94422 5.51594
H 2.45785 4.15037 4.94648
H 3.55593 2.98462 4.13969
H 3.64281 5.95771 1.95588
H 2.39921 4.02114 1.08301
H 1.30967 5.17745 1.88387
H 1.81103 3.69500 2.73071
C -1.28203 1.90441 5.32623
C -0.81776 2.98984 4.39160
O 0.13848 3.70958 4.65424
N -1.49575 3.15944 3.22429
C -2.63922 2.41970 2.73570
H -0.64507 1.89171 6.21116
H -2.30971 2.09535 5.64309
H -1.21162 0.93084 4.83601
H -1.12635 3.90563 2.65068
H -2.37098 1.96685 1.77889
H -3.46041 3.12209 2.57956
H -2.95442 1.64205 3.42863
C 0.64690 -4.25788 0.16900
C 0.68595 -2.92347 -0.52537
O 1.59844 -2.12501 -0.35500
N -0.33905 -2.61482 -1.36724
C -1.49743 -3.41633 -1.69725
H 1.52688 -4.36200 0.80484
H -0.24276 -4.32838 0.79640
H 0.65546 -5.06464 -0.56719
H -0.24530 -1.70425 -1.79699
H -1.50087 -3.58615 -2.77659
H -2.39301 -2.85454 -1.42180
H -1.49758 -4.37426 -1.17958
C -1.38459 -8.45023 1.11357
C -2.11239 -7.23664 0.60078
O -1.75293 -6.09777 0.87657
N -3.19949 -7.43356 -0.19068
C -3.77638 -8.68722 -0.62522
H -0.54203 -8.13392 1.72920
H -2.05287 -9.05716 1.72825
H -0.99982 -9.03883 0.27778
H -3.63425 -6.57387 -0.49449
H -3.76644 -8.70913 -1.71719
H -4.81060 -8.72724 -0.27697
H -3.23184 -9.54720 -0.24129
C -3.63870 -4.21485 2.99500
C -4.53502 -5.22254 3.66366
O -5.10964 -6.10115 3.03344
N -4.69742 -5.13539 5.01266
C -4.11049 -4.17870 5.92599
H -3.60811 -4.41188 1.92329
H -4.02695 -3.20532 3.14994
H -2.62349 -4.29566 3.38938
H -5.31165 -5.84398 5.38825
H -3.52647 -4.72691 6.66851
H -4.91918 -3.64580 6.43107
H -3.46812 -3.46309 5.41729

Forces on atoms 1 to 3 (eV/Å):
C 0.623 -0.196 -1.215
C 0.889 -0.451 1.639
O -2.260 -0.175 -0.514